(1)
# C5H10O3

A cluster of 2 separate species, C5H10O3 in total in a non-equilibrium geometry (wB97M-V/def2-TZVPD, the Open Molecules 2025 dataset).

Structure (XYZ):
```
18
Properties=species:S:1:pos:R:3:mulliken_charge:R:1
C -0.27041 1.34970 -0.17336 -0.135
C -1.29444 2.46003 0.01573 -1.365
C -0.93599 0.12781 -0.73201 0.153
O -1.62675 -0.64484 -0.10921 -0.519
H -0.95891 0.14412 -1.84597 0.336
H 0.54225 1.67818 -0.82132 0.317
H 0.21187 1.05131 0.80247 0.176
H -2.10778 2.12777 0.65902 0.343
H -0.82777 3.34005 0.45212 0.365
H -1.72126 2.74532 -0.94092 0.358
C 0.57299 -2.62324 -0.02020 -0.655
C 1.77829 -0.68643 0.73463 0.090
O 1.16954 -1.36007 -0.32121 -0.275
O 1.77961 -1.00819 1.88348 -0.494
H 2.42401 0.09056 0.28934 0.445
H 1.20431 -3.17907 0.66755 0.337
H -0.40832 -2.45941 0.42406 0.293
H 0.46877 -3.15363 -0.96420 0.232
```

The energy relative to the best compared isomer or geometry (same formula, charge and spin) comes out at 34.8 kcal per mole. The value obtained for the HOMO-LUMO gap is 0.3933 Eh. For the highest occupied orbital energy, the calculation gives -9.86 eV. Its SMILES is CCC=O.COC=O.

---

(2)
# C15H14N4O2RhS

A structure of composition C15H14N4O2RhS in a non-equilibrium geometry (wB97M-V/def2-TZVPD, the Open Molecules 2025 dataset).

Structure (XYZ):
```
37
Properties=species:S:1:pos:R:3:mulliken_charge:R:1
Rh -0.79980 0.01280 0.76480 0.472
O -0.53800 2.13090 0.38670 -0.525
C 0.35850 2.74960 -0.24860 0.885
C 0.29970 4.18200 -0.25520 -0.595
C 1.25450 4.94040 -0.86250 -0.438
C 2.32330 4.32990 -1.54320 -0.603
C 2.40610 2.96250 -1.59960 -0.769
C 1.46850 2.12460 -0.96310 0.572
C 1.66710 0.72630 -1.07600 -0.392
N 0.96340 -0.21640 -0.51260 0.324
N 1.22420 -1.47940 -0.72520 -0.810
C 0.24510 -2.34790 -0.43980 0.801
O -0.90500 -1.95140 -0.08480 -0.856
C 0.52440 -3.77530 -0.57000 0.539
C -0.54500 -4.67720 -0.58440 -0.408
C -0.30530 -6.03250 -0.64140 -0.626
C 0.99900 -6.50570 -0.66740 -0.338
C 2.06580 -5.61700 -0.66130 -0.662
C 1.83670 -4.25550 -0.62330 -0.255
H -0.52430 4.63020 0.27800 0.436
H 1.19980 6.01670 -0.81910 0.394
H 3.08450 4.94110 -2.00310 0.423
H 3.21720 2.49830 -2.14120 0.358
H 2.48580 0.40130 -1.72290 0.380
H -1.55430 -4.29380 -0.55670 0.406
H -1.13010 -6.72850 -0.66420 0.405
H 1.18500 -7.56850 -0.69200 0.407
H 3.07950 -5.99040 -0.69360 0.392
H 2.65240 -3.54940 -0.61590 0.431
N -2.30480 -1.60170 2.80130 -0.329
C -1.88800 -0.32930 2.66410 0.587
N -2.81250 0.65250 2.53550 -0.330
S -0.23350 0.05870 3.05130 -0.177
H -3.25650 -1.87460 2.61240 0.226
H -1.61590 -2.33180 2.88760 0.218
H -3.79860 0.44600 2.52540 0.214
H -2.53480 1.61240 2.67110 0.242
```

The value obtained for the HOMO-LUMO gap (spin up / spin down) is 0.2883 / 0.1985 Eh. For the highest occupied orbital energy (spin up / spin down), the calculation gives -11.08 / -11.27 eV. Its spin multiplicity is 5. The total charge is +1.

---

(3)
# C2H2P2S2

The molecule C2H2P2S2 in a non-equilibrium geometry (wB97M-V/def2-TZVPD, the Open Molecules 2025 dataset).

Structure (XYZ):
```
8
Properties=species:S:1:pos:R:3:mulliken_charge:R:1
C -0.85662 0.64688 1.45405 -0.488
C 1.03910 0.13249 -0.29032 0.106
P -1.95722 -1.00335 -0.18156 0.067
P -0.29707 -0.57963 -1.32286 -0.001
S 2.60800 0.06421 -0.77528 -0.196
S 0.58866 1.22658 0.95631 0.054
H -1.66741 1.31414 1.90809 0.347
H 0.54255 -1.80131 -1.74843 0.112
```

The energy relative to the best compared isomer or geometry (same formula, charge and spin) comes out at 123.0 kcal per mole. The value obtained for the HOMO-LUMO gap (spin up / spin down) is 0.2282 / 0.2443 Eh. For the highest occupied orbital energy (spin up / spin down), the calculation gives -7.83 / -8.03 eV.